1.
Here is 10 unconnected molecules or ions with the total composition C15H50O10 at a distorted geometry from OMol25. Energies are from wB97M-V/def2-TZVPD.

- Net charge: -1
- Expectation value of S²: 0.75
- 2S+1: 2
- HOMO energy (alpha / beta): 0.52 / -7.61 eV
- Orbital gap (alpha / beta): 1.79 / 9.88 eV

CARTESIAN COORDINATES (ANGSTROEM)
O (-0.903, -3.373, -2.736)
H (-0.641, -4.241, -2.429)
H (-1.851, -3.349, -2.606)
O (-0.971, 1.428, -3.713)
H (-1.208, 0.670, -4.247)
H (-0.179, 1.156, -3.249)
O (0.803, 3.360, -0.726)
H (-0.152, 3.286, -0.716)
H (0.977, 4.259, -0.445)
O (-3.770, -1.622, 2.493)
H (-4.304, -0.910, 2.846)
H (-2.880, -1.269, 2.477)
O (-2.338, 2.988, -1.623)
H (-2.880, 2.304, -1.230)
H (-1.776, 2.521, -2.242)
C (-0.264, 0.351, 4.729)
C (-0.379, -0.300, 3.354)
C (-0.273, -1.813, 3.278)
O (-1.709, -0.021, 2.956)
H (0.662, 0.139, 5.263)
H (-1.114, 0.111, 5.368)
H (-0.172, 1.428, 4.587)
H (0.402, 0.131, 2.728)
H (0.757, -2.144, 3.408)
H (-0.618, -2.214, 2.324)
H (-0.894, -2.192, 4.090)
H (-1.816, 0.931, 2.898)
C (-5.533, 2.955, -0.614)
C (-5.298, 1.540, -0.993)
C (-5.542, 1.200, -2.496)
O (-3.985, 1.322, -0.673)
H (-5.010, 3.603, -1.318)
H (-5.241, 3.278, 0.386)
H (-6.567, 3.298, -0.649)
H (-5.944, 0.874, -0.421)
H (-6.611, 1.227, -2.709)
H (-5.152, 0.284, -2.940)
H (-5.085, 1.884, -3.212)
H (-4.028, 0.364, -0.709)
C (1.759, -0.260, 0.044)
C (0.688, -0.184, -0.983)
C (-0.692, 0.239, -0.439)
O (1.073, 0.752, -1.969)
H (1.412, -1.028, 0.736)
H (1.823, 0.724, 0.510)
H (2.777, -0.530, -0.236)
H (0.627, -1.124, -1.530)
H (-1.035, -0.546, 0.235)
H (-1.384, 0.362, -1.272)
H (-0.683, 1.233, 0.007)
H (1.147, 1.592, -1.509)
C (2.345, -3.556, -4.550)
C (2.542, -2.433, -3.584)
C (3.927, -2.373, -2.922)
O (2.398, -1.240, -4.266)
H (1.339, -3.469, -4.959)
H (2.389, -4.551, -4.106)
H (3.098, -3.594, -5.337)
H (1.737, -2.601, -2.868)
H (4.213, -3.325, -2.475)
H (4.051, -1.575, -2.190)
H (4.656, -2.128, -3.695)
H (2.022, -0.629, -3.629)
C (4.775, 1.008, 2.269)
C (4.034, 0.966, 3.569)
C (3.287, -0.351, 3.807)
O (5.008, 1.191, 4.603)
H (5.653, 1.652, 2.222)
H (4.060, 1.375, 1.532)
H (5.229, 0.072, 1.945)
H (3.369, 1.828, 3.624)
H (2.695, -0.432, 2.896)
H (2.653, -0.388, 4.693)
H (3.897, -1.253, 3.864)
H (4.601, 1.134, 5.470)

Results of the Löwdin charge analysis, in e, for atoms 1 through 2: O -0.216; H -0.008



2.
Here is a molecular structure, C15H50O10 at a distorted geometry from OMol25. Energies are from wB97M-V/def2-TZVPD.

- HOMO energy: -8.56 eV
- Orbital gap: 8.49 eV

CARTESIAN COORDINATES (ANGSTROEM)
C (19.871, -17.527, 22.676)
O (20.473, -18.351, 21.695)
H (18.946, -17.102, 22.286)
H (19.743, -18.114, 23.586)
H (20.621, -16.740, 22.750)
H (21.301, -18.583, 22.121)
O (17.488, -16.346, 22.723)
H (17.196, -15.644, 22.140)
H (18.188, -15.950, 23.243)
O (21.995, -19.264, 22.528)
H (22.706, -19.717, 22.075)
H (21.482, -19.964, 22.931)
C (19.222, -21.515, 20.467)
C (18.611, -20.169, 20.968)
O (19.224, -19.995, 22.256)
H (18.970, -22.331, 21.144)
H (20.306, -21.463, 20.366)
H (18.799, -21.735, 19.487)
H (17.536, -20.343, 20.929)
H (18.812, -19.403, 20.219)
H (19.454, -19.064, 22.316)
C (17.714, -17.275, 19.642)
C (17.126, -18.149, 20.717)
O (16.226, -17.482, 21.557)
H (18.386, -16.533, 20.075)
H (16.890, -16.791, 19.118)
H (18.333, -17.891, 18.991)
H (17.812, -18.541, 21.468)
H (16.585, -18.929, 20.181)
H (16.803, -16.866, 22.015)
C (16.435, -19.390, 22.970)
C (17.665, -18.843, 23.675)
O (17.438, -18.765, 25.050)
H (16.168, -20.445, 23.023)
H (16.453, -19.282, 21.886)
H (15.546, -18.778, 23.122)
H (18.018, -17.858, 23.369)
H (18.452, -19.593, 23.609)
H (17.868, -19.562, 25.369)
C (19.401, -15.180, 21.133)
C (20.704, -15.726, 20.543)
O (21.939, -14.902, 20.644)
H (19.358, -14.103, 20.973)
H (19.586, -15.463, 22.169)
H (18.497, -15.624, 20.717)
H (20.593, -15.851, 19.466)
H (20.960, -16.728, 20.886)
H (21.734, -14.023, 20.318)
C (21.222, -15.780, 26.672)
C (21.531, -16.081, 25.190)
O (20.371, -16.345, 24.471)
H (20.546, -14.947, 26.868)
H (22.100, -15.521, 27.264)
H (20.717, -16.633, 27.125)
H (22.337, -16.812, 25.124)
H (22.082, -15.266, 24.719)
H (20.482, -17.202, 24.053)
C (19.520, -19.664, 25.408)
C (20.945, -19.279, 25.879)
O (21.854, -19.115, 24.806)
H (19.542, -20.422, 24.626)
H (18.978, -18.795, 25.031)
H (18.915, -20.136, 26.182)
H (21.319, -20.054, 26.547)
H (20.856, -18.403, 26.522)
H (21.952, -19.935, 24.315)
C (22.620, -16.448, 23.258)
C (23.621, -17.263, 22.455)
O (24.430, -16.420, 21.652)
H (21.928, -15.895, 22.623)
H (22.999, -15.679, 23.931)
H (22.112, -17.235, 23.816)
H (23.179, -17.969, 21.752)
H (24.260, -17.869, 23.097)
H (23.896, -16.114, 20.916)

Results of the Löwdin charge analysis, in e, for atoms 1 through 2: C -0.221; O -0.109



Computed values of ΔE to the lowest compared entry with this formula, charge and spin (unit: kcal per mole) for the preceding records, in sequence: 0.00; 588.38.
Computed values of E (unit: hartree) for the preceding records, in sequence: -1353.8348; -1352.9815.